# C3H7IN

A cluster of 2 separate species, C3H7IN in total at a distorted geometry (wB97M-V/def2-TZVPD, the Open Molecules 2025 dataset).

The total energy is -470.491255 Eh. The orbital gap (spin up / spin down) is 8.340 / 8.002 eV. Its charge is +1. The molar mass is 184.000 g/mol. Its multiplicity is 1. The calculation puts the energy relative to the best compared isomer or geometry (same formula, charge and spin) at 556.7 kJ/mol.

Cartesian coordinates (Å):
C -1.452 -0.155 0.079
C 0.686 -0.814 0.944
C 0.537 0.413 -1.084
N -0.199 -0.159 -0.079
I -0.491 0.979 -2.897
H -2.179 0.358 -0.619
H -1.995 -0.460 0.891
H 1.812 -0.682 0.703
H 0.310 -1.771 1.074
H 0.556 -0.294 1.871
H 0.854 2.265 0.266
H 1.560 0.319 -1.147

Forces on atoms 1 to 2 (eV/Å):
-3.0 2.1 -2.8
1.8 2.0 -0.1

Here are the Mulliken charges for atoms 1 to 2, given in e: number 1, C, carries -0.113; number 2, C, carries -0.795

***

# C23H28HfN3O2PS2

A structure of composition C23H28HfN3O2PS2 at a distorted geometry (wB97M-V/def2-TZVPD, the Open Molecules 2025 dataset).

The total energy is -2391.840755 Eh. The orbital gap is 1.722 eV. Its charge is +4. The molar mass is 652.094 g/mol. Its multiplicity is 1. The calculation puts the energy relative to the best compared isomer or geometry (same formula, charge and spin) at 0.0 kJ/mol.

Cartesian coordinates (Å):
C -4.368 2.043 -0.045
C -3.967 2.665 -1.380
S -2.188 2.816 -1.708
C -1.272 2.272 -0.244
C -0.494 1.022 -0.615
C -1.224 0.045 -1.253
C -0.669 -1.125 -1.750
C -1.522 -2.078 -2.486
C -2.259 -3.190 -1.491
N -3.677 -3.150 -1.804
N -2.133 -2.839 -0.110
N -1.776 -4.510 -1.809
C 0.725 -1.289 -1.547
C 1.453 -0.322 -0.895
C 0.869 0.859 -0.389
C 1.729 1.890 0.333
C 1.448 2.017 1.817
C 1.008 3.200 2.406
C 0.744 3.249 3.782
C 0.927 2.153 4.615
C 1.391 0.981 4.028
C 1.606 -0.216 4.899
C 1.648 0.935 2.663
C 2.932 -0.588 -0.749
O 3.551 -0.278 0.230
C 3.556 -1.327 -1.881
P 5.280 -0.969 -2.406
S 6.093 -2.497 -3.341
C 2.841 -2.255 -2.516
C 1.455 -2.493 -2.059
O 0.961 -3.580 -2.062
H -3.915 2.589 0.777
H -5.441 2.156 0.062
H -4.101 0.992 -0.014
H -4.349 2.046 -2.189
H -4.408 3.652 -1.486
H -1.887 2.158 0.642
H -0.562 3.066 -0.047
H -2.282 0.194 -1.410
H -2.302 -1.511 -2.978
H -0.963 -2.566 -3.272
H -3.868 -3.556 -2.719
H -4.046 -2.204 -1.794
H -1.218 -3.112 0.243
H -2.793 -3.417 0.406
H -1.071 -4.841 -1.156
H -1.344 -4.570 -2.728
H 2.774 1.643 0.219
H 1.586 2.866 -0.130
H 0.824 4.058 1.762
H 0.350 4.190 4.223
H 0.705 2.195 5.670
H 2.478 -0.038 5.523
H 0.758 -0.361 5.562
H 1.758 -1.116 4.317
H 2.004 -0.005 2.267
H 6.000 -0.457 -1.319
H 5.146 0.100 -3.312
H 3.256 -2.840 -3.328
Hf 2.243 5.250 3.973

Forces on atoms 1 to 2 (eV/Å):
0.2 0.5 -0.5
-0.2 -0.4 0.6

Here are the Mulliken charges for atoms 1 to 2, given in e: number 1, C, carries -1.140; number 2, C, carries -0.262